1.
{
  "formula": "C28H24BrLuN4O6S3",
  "method": "ωB97M-V/def2-TZVPD",
  "orbital_gap_ev": [4.62, 4.61],
  "e_lumo_ev": [-3.011, -3.016],
  "species": ["Lu", "O", "C", "C", "C", "C", "C", "C", "C", "O", "N", "N", "C", "C", "Br", "C", "C", "C", "C", "C", "C", "C", "H", "H", "H", "H", "H", "H", "H", "H", "H", "H", "H", "H", "H", "H", "S", "C", "C", "C", "C", "C", "C", "S", "H", "H", "H", "H", "O", "N", "N", "C", "C", "C", "C", "C", "C", "S", "O", "O", "O", "H", "H", "H", "H", "H", "H"],
  "positions_angstrom": [[-1.483, 1.300, -0.602], [1.962, -1.867, 2.661], [0.752, -2.546, 2.543], [0.698, -3.818, 3.081], [-0.464, -4.563, 2.939], [-1.572, -4.045, 2.273], [-1.501, -2.765, 1.744], [-0.338, -2.008, 1.866], [-0.188, -0.676, 1.190], [-1.369, -0.036, 0.819], [0.617, -0.916, -0.045], [0.583, 0.079, -0.965], [1.553, 0.299, -1.753], [1.489, 1.379, -2.755], [-0.257, 2.006, -3.176], [2.495, 1.960, -3.392], [3.928, 1.696, -3.110], [4.835, 1.600, -4.164], [6.175, 1.348, -3.911], [6.623, 1.213, -2.601], [5.731, 1.340, -1.546], [4.387, 1.585, -1.798], [1.805, -0.918, 2.651], [1.567, -4.209, 3.598], [-0.503, -5.566, 3.347], [-2.469, -4.635, 2.127], [-2.348, -2.350, 1.211], [0.382, 0.010, 1.826], [1.515, -1.353, 0.132], [2.472, -0.277, -1.696], [2.267, 2.680, -4.173], [4.486, 1.708, -5.186], [6.870, 1.261, -4.736], [7.670, 1.022, -2.404], [6.079, 1.261, -0.524], [3.693, 1.731, -0.975], [-2.121, 2.635, 2.337], [-0.682, 3.452, 2.773], [-0.695, 3.980, 4.077], [0.435, 4.574, 4.577], [1.572, 4.626, 3.765], [1.580, 4.096, 2.490], [0.451, 3.476, 1.920], [0.629, 2.787, 0.313], [-1.596, 3.923, 4.682], [0.440, 4.990, 5.575], [2.474, 5.092, 4.144], [2.482, 4.150, 1.892], [-3.016, 2.452, 0.073], [-2.187, 3.085, 0.802], [-3.287, 0.785, -2.212], [-3.639, -0.592, -1.841], [-2.633, -1.542, -1.861], [-2.911, -2.842, -1.485], [-4.197, -3.193, -1.067], [-5.199, -2.223, -1.070], [-4.923, -0.919, -1.464], [-4.531, -4.859, -0.528], [-3.813, -4.952, 0.738], [-5.978, -4.888, -0.403], [-3.979, -5.691, -1.579], [-4.085, 1.393, -2.059], [-3.082, 0.820, -3.206], [-1.627, -1.272, -2.178], [-2.133, -3.598, -1.491], [-6.194, -2.516, -0.755], [-5.700, -0.159, -1.457]]
}

2.
{
  "formula": "C28H24F5N9O2S2ScTe",
  "method": "ωB97M-V/def2-TZVPD",
  "orbital_gap_ev": 7.37,
  "e_lumo_ev": -3.398,
  "charge": 1,
  "species": ["Sc", "O", "C", "N", "C", "C", "C", "C", "C", "C", "N", "C", "C", "C", "C", "C", "N", "H", "H", "H", "H", "H", "H", "H", "H", "H", "H", "S", "N", "C", "C", "C", "C", "C", "N", "C", "C", "N", "C", "C", "C", "C", "C", "N", "H", "H", "H", "H", "H", "H", "S", "C", "N", "C", "C", "C", "N", "H", "H", "H", "H", "H", "H", "H", "H", "F", "Te", "F", "F", "F", "F", "O"],
  "positions_angstrom": [[-0.037, 0.050, 1.083], [0.128, 4.134, -0.088], [0.311, 2.933, 0.098], [-0.436, 2.111, 0.843], [-1.620, 2.740, 1.388], [-2.555, 1.708, 1.929], [-3.772, 2.070, 2.499], [-4.573, 1.097, 3.053], [-4.132, -0.223, 3.048], [-2.920, -0.504, 2.466], [-2.152, 0.436, 1.883], [1.431, 2.233, -0.624], [2.313, 2.962, -1.403], [3.251, 2.285, -2.163], [3.252, 0.898, -2.135], [2.359, 0.249, -1.301], [1.477, 0.896, -0.533], [-2.130, 3.342, 0.628], [-1.365, 3.439, 2.193], [-4.062, 3.112, 2.511], [-5.523, 1.357, 3.501], [-4.711, -1.015, 3.499], [-2.523, -1.510, 2.469], [2.233, 4.040, -1.386], [3.962, 2.824, -2.775], [3.941, 0.320, -2.733], [2.346, -0.830, -1.250], [1.165, -7.600, 0.041], [-0.150, -6.707, -0.219], [0.183, -5.455, 0.053], [-0.698, -4.306, -0.051], [-2.023, -4.403, -0.478], [-2.783, -3.260, -0.542], [-2.207, -2.052, -0.164], [-0.948, -1.940, 0.246], [-0.188, -3.054, 0.292], [1.212, -2.901, 0.708], [1.639, -1.653, 0.969], [2.900, -1.475, 1.339], [3.806, -2.523, 1.477], [3.381, -3.802, 1.210], [2.059, -4.004, 0.809], [1.523, -5.310, 0.478], [2.188, -6.453, 0.524], [-2.420, -5.372, -0.751], [-3.811, -3.280, -0.874], [-2.791, -1.142, -0.185], [3.205, -0.457, 1.538], [4.818, -2.318, 1.795], [4.042, -4.654, 1.300], [-1.674, 0.474, -1.827], [-0.946, 1.700, -2.758], [-0.162, 1.382, -3.798], [0.476, 2.353, -4.681], [-0.305, 3.655, -4.655], [-0.507, 4.086, -3.213], [-1.105, 2.987, -2.468], [-0.121, 0.400, -4.012], [0.504, 1.931, -5.685], [1.508, 2.524, -4.360], [-1.273, 3.513, -5.138], [0.237, 4.426, -5.201], [-1.176, 4.941, -3.146], [0.442, 4.373, -2.751], [-1.621, 3.197, -1.632], [-0.269, 1.460, 4.314], [0.954, 0.076, 4.177], [2.092, 1.195, 5.084], [0.361, -0.645, 5.754], [1.655, 0.920, 2.579], [2.383, -1.105, 4.169], [-0.049, -0.875, 3.030]]
}

3.
{
  "formula": "C28H25B2BrF8N4O6PV",
  "method": "ωB97M-V/def2-TZVPD",
  "orbital_gap_ev": [5.67, 6.28],
  "spin_multiplicity": 2,
  "e_lumo_ev": [-6.167, -5.558],
  "charge": 1,
  "species": ["V", "C", "C", "N", "O", "B", "F", "F", "O", "N", "C", "C", "C", "N", "O", "B", "F", "F", "O", "N", "C", "C", "C", "H", "H", "H", "H", "H", "H", "H", "H", "H", "H", "H", "H", "F", "C", "C", "F", "C", "F", "C", "P", "C", "C", "C", "C", "C", "C", "C", "C", "C", "C", "C", "C", "C", "Br", "C", "F", "H", "H", "H", "H", "H", "H", "H", "H", "H", "H", "C", "C", "O", "O", "H", "H", "H"],
  "positions_angstrom": [[0.866, -0.762, -0.745], [3.936, -2.604, -2.974], [3.028, -1.721, -2.221], [2.050, -2.132, -1.496], [1.867, -3.459, -1.361], [0.434, -3.858, -1.050], [-0.400, -3.206, -1.957], [0.366, -5.203, -1.054], [0.095, -3.375, 0.352], [0.643, -2.188, 0.665], [1.087, -2.023, 1.857], [1.011, -3.060, 2.907], [1.690, -0.673, 2.088], [1.672, 0.067, 1.038], [2.076, 1.333, 1.194], [2.981, 1.877, 0.122], [3.086, 3.210, 0.307], [4.174, 1.161, 0.120], [2.293, 1.645, -1.225], [2.285, 0.323, -1.468], [3.174, -0.227, -2.196], [4.225, 0.499, -2.932], [2.261, -0.284, 3.400], [3.661, -3.643, -2.840], [4.967, -2.446, -2.650], [3.876, -2.338, -4.033], [0.877, -4.040, 2.461], [0.150, -2.858, 3.552], [1.908, -3.036, 3.526], [4.024, 1.565, -2.924], [4.271, 0.124, -3.955], [5.193, 0.323, -2.455], [1.578, -0.553, 4.207], [2.464, 0.780, 3.427], [3.195, -0.834, 3.557], [-4.708, 4.992, -2.338], [-3.916, 4.111, -1.755], [-4.250, 3.582, -0.527], [-5.368, 3.957, 0.077], [-3.412, 2.658, 0.067], [-3.807, 2.212, 1.259], [-2.230, 2.220, -0.525], [-1.213, 0.942, 0.333], [-2.381, -0.421, 0.731], [-3.174, -0.516, 1.879], [-3.989, -1.619, 2.083], [-4.039, -2.642, 1.144], [-3.275, -2.555, -0.005], [-2.455, -1.452, -0.207], [-0.786, 1.790, 1.888], [-0.456, 3.142, 1.822], [-0.043, 3.822, 2.957], [0.042, 3.159, 4.173], [-0.265, 1.811, 4.245], [-0.669, 1.124, 3.104], [-1.900, 2.803, -1.754], [-0.266, 2.506, -2.630], [-2.736, 3.722, -2.359], [-2.426, 4.276, -3.527], [-3.168, 0.268, 2.619], [-4.597, -1.673, 2.977], [-4.676, -3.501, 1.310], [-3.300, -3.344, -0.746], [-1.879, -1.404, -1.122], [-0.504, 3.669, 0.875], [0.214, 4.871, 2.890], [0.350, 3.695, 5.063], [-0.206, 1.292, 5.195], [-0.901, 0.069, 3.173], [-1.216, -0.935, -4.306], [0.071, -0.770, -3.581], [1.157, -0.791, -4.082], [-0.092, -0.562, -2.218], [-1.011, -1.250, -5.323], [-1.743, 0.023, -4.310], [-1.839, -1.667, -3.792]]
}

| no. | molecular weight (g mol⁻¹) | maximum force (eV/Å) |
| --- | --- | --- |
| 1 | 863.59 | 3.6 |
| 2 | 850.24 | 0.5 |
| 3 | 848.96 | 3.2 |